(1)
# C4H7NO2

A structure of composition C4H7NO2 at a distorted geometry (ωB97M-V/def2-TZVPD, OMol25).

Last column: natural (NBO) charge in e.
Element x y z (Å)
C (0.01266, 0.17313, -1.45497)  0.437
H (-2.11677, -0.60325, 0.38285)  0.212
C (0.32389, 1.33273, -0.53821)  -0.331
O (2.64915, -1.00123, 0.70571)  -0.486
H (-0.73051, 0.34285, -2.24845)  0.134
H (-1.69871, -1.32890, 1.92575)  0.217
H (-0.87490, -1.81888, 0.47796)  0.232
O (0.62996, -0.85988, -1.38545)  -0.512
H (-0.57765, 1.69713, -0.01829)  0.236
C (1.96426, -0.12241, 0.42589)  0.899
C (-1.24212, -0.91422, 1.02953)  -0.901
N (1.36615, 0.96815, 0.35691)  -0.599
H (0.64878, 2.15987, -1.17938)  0.230
H (-0.35420, -0.02512, 1.52015)  0.233

Calculated values
* 2S+1: 1
* energy: -361.7890 hartree

=====

(2)
# C4H7NO2

An isolated molecule of C4H7NO2 at a distorted geometry (ωB97M-V/def2-TZVPD, OMol25).

Last column: natural (NBO) charge in e.
Element x y z (Å)
C (-0.77139, -0.30427, 0.81897)  0.237
H (-0.04366, -0.28722, -1.88030)  0.227
C (0.45382, 0.50895, -1.32996)  -0.652
H (-0.05116, 1.45314, -1.51925)  0.227
H (-2.09387, 0.12798, -0.63753)  0.375
H (-2.74025, -0.70445, 0.63782)  0.377
H (-0.66186, -0.96216, 1.67830)  0.177
N (-1.91928, -0.58741, 0.05791)  -0.832
C (1.75278, -0.23447, 0.73699)  0.426
H (1.48258, 0.58104, -1.67514)  0.244
O (-0.33118, 1.00605, 1.01497)  -0.480
H (1.76078, -0.19953, 1.84307)  0.113
O (2.70257, -0.60212, 0.10218)  -0.508
C (0.46013, 0.20447, 0.15197)  0.069

Calculated values
* 2S+1: 1
* energy: -361.8078 hartree
* SMILES string: C[C@@]1(C=O)O[C@H]1N

=====

(3)
# C4H7NO2

An isolated molecule of C4H7NO2 at a distorted geometry (ωB97M-V/def2-TZVPD, OMol25).

Last column: natural (NBO) charge in e.
Element x y z (Å)
H (1.20544, -0.66010, -0.44016)  0.228
C (0.77094, 1.84463, -0.07689)  0.441
N (-0.29928, -0.73099, 1.53577)  -0.828
H (-0.17195, -1.69915, 1.86177)  0.371
O (1.82265, 1.58215, -0.49046)  -0.506
C (0.12254, -0.44879, 0.05684)  -0.138
H (-0.47406, 0.92696, -1.45791)  0.266
C (-0.52988, -1.60429, -0.70646)  0.419
C (-0.34907, 0.94003, -0.40900)  -0.549
O (-1.27203, -1.45726, -1.66953)  -0.533
H (-1.36450, 1.17090, -0.04504)  0.237
H (0.22140, -0.12896, 2.08846)  0.356
H (-0.25006, -2.60685, -0.55506)  0.124
H (0.56784, 2.87172, 0.30767)  0.111

Calculated values
* 2S+1: 1
* energy: -361.7761 hartree
* SMILES string: N[C@@H](C=O)CC=O

=====

(4)
# C4H7NO2

An isolated molecule of C4H7NO2 (ωB97M-V/def2-TZVPD, OMol25).

Last column: natural (NBO) charge in e.
Element x y z (Å)
H (-0.84457, 0.10390, -1.09638)  0.227
C (-0.20241, -0.47426, -0.41782)  -0.328
C (-2.23537, -0.58125, 0.96733)  0.542
H (2.68662, 1.49592, -0.26806)  0.245
C (1.88508, 1.00217, -0.82019)  -0.726
H (-0.53956, -1.58217, 1.33378)  0.407
H (2.29959, 0.20134, -1.44231)  0.229
O (0.88076, 0.73248, 1.33457)  -0.523
O (-2.83083, -0.89611, 1.97236)  -0.586
H (-2.64478, 0.12684, 0.21850)  0.096
H (0.28242, -1.23761, -1.04089)  0.217
C (0.86662, 0.46102, 0.15635)  0.576
H (1.41499, 1.72900, -1.49322)  0.238
N (-1.01856, -1.08129, 0.59596)  -0.613

Calculated values
* 2S+1: 1
* energy: -361.8565 hartree
* SMILES string: CC(=O)CNC=O